C34H46MoN4P2S2 | ωB97M-V with the def2-TZVPD basis set

Cartesian coordinates (Å):
Mo (-0.417, 0.033, -0.939)
C (-1.484, 2.819, -1.765)
N (-0.141, 2.188, -1.649)
C (0.497, 2.151, -3.006)
C (-0.234, 1.193, -3.908)
N (-0.241, -0.167, -3.289)
C (1.092, -0.796, -3.566)
C (-1.278, -0.979, -3.931)
C (-1.284, -1.209, -5.299)
C (-2.289, -1.983, -5.861)
C (-3.284, -2.531, -5.062)
C (-3.285, -2.298, -3.698)
C (-2.282, -1.512, -3.139)
S (-2.317, -1.145, -1.416)
C (0.767, 2.972, -0.809)
C (0.732, 4.354, -0.758)
C (1.661, 5.026, 0.029)
C (2.623, 4.318, 0.734)
C (2.674, 2.934, 0.652)
C (1.743, 2.259, -0.126)
S (1.809, 0.492, -0.260)
H (-1.790, 3.179, -0.787)
H (-2.209, 2.087, -2.121)
H (-1.463, 3.656, -2.466)
H (1.536, 1.854, -2.872)
H (0.490, 3.163, -3.421)
H (0.269, 1.153, -4.877)
H (-1.264, 1.497, -4.090)
H (1.235, -0.896, -4.642)
H (1.133, -1.780, -3.114)
H (1.882, -0.177, -3.153)
H (-0.516, -0.793, -5.938)
H (-2.291, -2.162, -6.927)
H (-4.063, -3.136, -5.504)
H (-4.061, -2.711, -3.067)
H (-0.016, 4.917, -1.300)
H (1.630, 6.105, 0.089)
H (3.343, 4.843, 1.346)
H (3.428, 2.379, 1.195)
C (-2.880, -0.608, 1.727)
P (-1.412, 0.428, 1.391)
C (-0.022, -0.243, 2.422)
N (0.305, 0.379, 3.516)
C (1.379, -0.078, 4.220)
C (1.762, 0.578, 5.409)
C (2.834, 0.112, 6.115)
C (3.566, -1.012, 5.664)
C (3.218, -1.657, 4.510)
C (2.111, -1.197, 3.768)
N (1.762, -1.830, 2.611)
C (0.736, -1.370, 1.957)
P (0.243, -2.108, 0.356)
C (-1.046, -3.296, 0.884)
C (1.521, -3.276, -0.354)
C (2.742, -2.539, -0.896)
C (2.011, -4.318, 0.670)
C (0.779, -4.024, -1.475)
C (-1.974, 2.052, 2.123)
C (-0.851, 3.089, 2.064)
C (-3.183, 2.523, 1.295)
C (-2.448, 1.879, 3.578)
H (-2.903, -0.892, 2.779)
H (-2.932, -1.493, 1.109)
H (-3.763, -0.008, 1.507)
H (1.186, 1.432, 5.737)
H (3.132, 0.600, 7.033)
H (4.411, -1.358, 6.243)
H (3.764, -2.518, 4.147)
H (-0.554, -4.234, 1.125)
H (-1.787, -3.470, 0.108)
H (-1.533, -2.953, 1.791)
H (3.301, -2.057, -0.095)
H (2.496, -1.791, -1.647)
H (3.399, -3.273, -1.367)
H (2.340, -3.868, 1.598)
H (2.865, -4.833, 0.227)
H (1.266, -5.083, 0.878)
H (0.203, -3.370, -2.133)
H (0.088, -4.763, -1.072)
H (1.509, -4.559, -2.086)
H (-0.604, 3.369, 1.040)
H (0.052, 2.746, 2.560)
H (-1.194, 3.991, 2.575)
H (-3.105, 2.295, 0.230)
H (-3.276, 3.606, 1.399)
H (-4.112, 2.086, 1.655)
H (-1.660, 1.532, 4.233)
H (-3.310, 1.220, 3.659)
H (-2.771, 2.862, 3.929)

Forces on atoms 1 to 2 (eV/Å):
0.46 0.20 -0.19
0.01 0.07 0.06

Its spin multiplicity is 1. The orbital gap (alpha / beta) comes out at 0.2417 / 0.2414 hartree. As for the HOMO energy (alpha / beta): -13.63 / -13.73 eV. Its total charge is +2.

So, what does the Löwdin scheme give us? The charges, in e, come out as: atom 1 (Mo): 0.820, atom 2 (C): -0.056, atom 3 (N): -0.267, atom 4 (C): -0.147, atom 5 (C): -0.144, atom 6 (N): -0.231, atom 7 (C): -0.046, atom 8 (C): -0.293, atom 9 (C): -0.008, atom 10 (C): -0.030, atom 11 (C): -0.041, atom 12 (C): -0.080, atom 13 (C): -0.539, atom 14 (S): 0.713, atom 15 (C): -0.332, atom 16 (C): -0.024, atom 17 (C): -0.034, atom 18 (C): -0.042, atom 19 (C): -0.079, atom 20 (C): -0.544, atom 21 (S): 0.745, atom 22 (H): 0.066, atom 23 (H): 0.081, atom 24 (H): 0.109, atom 25 (H): 0.117, atom 26 (H): 0.147, atom 27 (H): 0.140, atom 28 (H): 0.136, atom 29 (H): 0.104, atom 30 (H): 0.066, atom 31 (H): 0.068, atom 32 (H): 0.122, atom 33 (H): 0.123, atom 34 (H): 0.123, atom 35 (H): 0.116, atom 36 (H): 0.125, atom 37 (H): 0.122, atom 38 (H): 0.121, atom 39 (H): 0.116, atom 40 (C): -0.248, atom 41 (P): 0.965, atom 42 (C): -0.406, atom 43 (N): 0.145, atom 44 (C): -0.189, atom 45 (C): 0.003, atom 46 (C): -0.039, atom 47 (C): -0.037, atom 48 (C): 0.005, atom 49 (C): -0.189, atom 50 (N): 0.154, atom 51 (C): -0.457, atom 52 (P): 0.927, atom 53 (C): -0.218, atom 54 (C): -0.677, atom 55 (C): -0.120, atom 56 (C): -0.070, atom 57 (C): -0.084, atom 58 (C): -0.674, atom 59 (C): -0.072, atom 60 (C): -0.090, atom 61 (C): -0.071, atom 62 (H): 0.071, atom 63 (H): -0.022, atom 64 (H): 0.053, atom 65 (H): 0.121, atom 66 (H): 0.119, atom 67 (H): 0.119, atom 68 (H): 0.122, atom 69 (H): 0.049, atom 70 (H): 0.034, atom 71 (H): 0.046, atom 72 (H): 0.076, atom 73 (H): 0.012, atom 74 (H): 0.101, atom 75 (H): 0.062, atom 76 (H): 0.100, atom 77 (H): 0.078, atom 78 (H): 0.057, atom 79 (H): 0.084, atom 80 (H): 0.107, atom 81 (H): 0.045, atom 82 (H): 0.076, atom 83 (H): 0.104, atom 84 (H): 0.049, atom 85 (H): 0.105, atom 86 (H): 0.084, atom 87 (H): 0.066, atom 88 (H): 0.078, atom 89 (H): 0.102